# C23H9Cl64N2O4

17 unconnected molecules or ions with the total composition C23H9Cl64N2O4 at a distorted geometry (the ωB97M-V functional and the def2-TZVPD basis, the OMol25 dataset).

Calculated values
HOMO-LUMO gap: 6.9 eV
max |F|: 1.5 eV/Å
HOMO level: -5.70 eV

```
! wB97M-V def2-TZVPD RIJCOSX def2/J DEFGRID3
* xyz -1 1
C 1.995 -3.616 -2.792
C 1.573 -2.988 -1.855
C 0.916 -2.228 -0.751
C 0.349 -0.860 -1.201
C -0.240 -0.972 -2.628
N 1.273 0.263 -0.996
C 2.097 0.550 -2.154
O 3.318 1.238 -1.767
N 3.578 0.938 -0.382
O 4.480 0.195 -0.330
C -0.879 -0.586 -0.255
O -1.743 0.227 -0.661
O -0.942 -1.130 0.854
H 2.087 -4.266 -3.633
H 0.037 -2.813 -0.431
H 1.576 -2.162 0.121
H 0.497 -1.159 -3.420
H -0.909 -1.851 -2.623
H -0.891 -0.127 -2.886
H 0.733 1.078 -0.725
H 2.347 -0.339 -2.743
H 1.536 1.246 -2.806
C 5.758 -1.793 -4.319
Cl 6.174 -2.383 -5.940
Cl 4.182 -2.434 -3.836
Cl 6.997 -2.313 -3.167
Cl 5.662 -0.027 -4.332
C 4.299 3.368 -6.614
Cl 4.780 4.736 -7.627
Cl 2.554 3.443 -6.325
Cl 4.696 1.854 -7.437
Cl 5.154 3.443 -5.068
C -3.441 3.372 -2.455
Cl -4.497 1.957 -2.504
Cl -1.773 2.856 -2.254
Cl -3.590 4.278 -3.975
Cl -3.908 4.409 -1.089
C -1.816 6.898 -7.145
Cl -2.013 8.576 -6.618
Cl -0.293 6.257 -6.517
Cl -3.161 5.928 -6.535
Cl -1.797 6.836 -8.915
C 7.972 1.874 0.470
Cl 8.966 0.851 1.521
Cl 7.571 0.987 -1.005
Cl 6.488 2.321 1.319
Cl 8.876 3.340 0.050
C -2.377 -4.817 0.821
Cl -0.808 -4.791 0.004
Cl -3.636 -4.317 -0.323
Cl -2.722 -6.460 1.397
Cl -2.357 -3.698 2.177
C 2.783 8.124 -9.103
Cl 4.157 7.801 -10.172
Cl 1.493 8.912 -10.024
Cl 2.190 6.603 -8.435
Cl 3.299 9.186 -7.786
C -6.746 -6.342 -2.905
Cl -8.365 -5.999 -2.273
Cl -6.548 -8.092 -3.096
Cl -6.549 -5.553 -4.477
Cl -5.528 -5.729 -1.779
C -4.262 -0.062 2.926
Cl -4.573 1.388 3.911
Cl -5.795 -0.920 2.658
Cl -3.562 0.392 1.384
Cl -3.124 -1.123 3.783
C -0.679 -8.636 4.162
Cl -2.154 -9.487 3.674
Cl 0.049 -7.869 2.751
Cl -1.082 -7.403 5.364
Cl 0.463 -9.794 4.864
C -0.924 0.021 7.475
Cl 0.662 0.031 6.684
Cl -2.166 0.465 6.307
Cl -1.255 -1.603 8.100
Cl -0.931 1.177 8.819
C -7.095 6.987 -3.655
Cl -6.820 6.309 -5.267
Cl -8.756 6.639 -3.147
Cl -5.962 6.264 -2.511
Cl -6.852 8.741 -3.706
C 2.405 -7.436 -1.292
Cl 2.851 -8.072 -2.886
Cl 0.807 -8.051 -0.848
Cl 3.596 -7.977 -0.091
Cl 2.373 -5.658 -1.363
C 2.262 3.681 9.488
Cl 2.210 2.552 8.132
Cl 3.510 4.903 9.200
Cl 0.689 4.474 9.663
Cl 2.636 2.785 10.966
C -6.051 0.168 7.567
Cl -4.853 0.340 8.859
Cl -6.616 1.771 7.072
Cl -5.321 -0.651 6.186
Cl -7.424 -0.781 8.164
C 3.366 -1.534 11.391
Cl 4.945 -1.542 10.593
Cl 2.127 -1.017 10.242
Cl 2.991 -3.161 11.975
Cl 3.405 -0.411 12.761
*
```